(1)
C17H25F8N3O | ωB97M-V/def2-TZVPD

The total charge is 0. Its energy above the lowest of the compared OMol25 structures with the same formula, charge and spin is 0.0 kcal/mol. As for the total energy: -1701.09718 hartree. Its highest occupied orbital energy is -11.4 eV. As for the frontier orbital gap: 11.557 eV. The spin multiplicity is 1.

```
54
Properties=species:S:1:pos:R:3:lowdin_charge:R:1
C -3.31001 -3.94186 4.42047 -0.060
C -1.86902 -3.42584 4.46316 -0.485
C -0.96238 -4.16977 5.52676 -0.402
F -1.39061 -3.98008 6.74516 0.146
F -0.90804 -5.41260 5.22080 0.147
F -1.21894 -3.42130 3.27019 0.114
F -1.88439 -2.17085 4.74316 0.167
O -3.87835 -4.04203 5.71316 0.009
C -4.84406 -5.02726 6.04755 -0.536
C -6.17897 -4.53829 5.45005 -0.391
F -6.43130 -4.86307 4.23204 0.154
F -7.23097 -4.91739 6.14151 0.131
F -4.59167 -6.22520 5.68939 0.227
F -4.76867 -5.06619 7.41052 0.147
H -3.28054 -4.95625 4.02267 0.143
H -3.89445 -3.37148 3.69853 0.146
H 0.09436 -3.90889 5.46899 0.170
H -6.23656 -3.45224 5.37732 0.173
C -5.77450 1.00241 -0.73223 -0.098
C -6.00182 -0.04054 -1.84122 -0.281
C -7.36124 -0.69950 -1.95777 -0.186
C -8.40109 0.32153 -2.33680 -0.226
N -9.20053 1.05042 -2.66721 0.137
H -4.71976 1.09442 -0.47308 0.068
H -6.29923 0.70953 0.17716 0.071
H -6.10863 1.99525 -1.03341 0.073
H -5.28633 -0.84537 -1.67263 0.102
H -5.75189 0.37683 -2.81664 0.110
H -7.55982 -1.22956 -1.02626 0.115
H -7.37938 -1.41242 -2.78210 0.113
C 3.22610 1.20721 -1.04192 -0.120
C 3.11303 1.95356 0.24335 -0.290
C 1.87350 2.77927 0.60460 -0.177
C 1.33362 3.49269 -0.58518 -0.217
N 0.80933 4.00028 -1.50849 0.130
H 4.02776 0.48943 -1.21573 0.081
H 3.22208 1.94297 -1.84612 0.070
H 2.26337 0.73303 -1.23271 0.079
H 3.98611 2.57633 0.43828 0.109
H 3.10882 1.15229 0.98230 0.103
H 1.98626 3.44589 1.45959 0.117
H 1.12866 2.03800 0.89413 0.114
C 10.83454 4.04959 -6.39674 -0.100
C 9.31591 3.84126 -6.68009 -0.251
C 8.35350 3.75864 -5.48969 -0.196
C 8.21073 4.89359 -4.59180 -0.248
N 8.12323 5.78900 -3.90962 0.143
H 11.04498 5.08676 -6.13579 0.071
H 11.34142 3.80864 -7.33115 0.065
H 11.18931 3.34690 -5.64277 0.070
H 9.22481 2.90973 -7.23871 0.103
H 9.03826 4.65060 -7.35537 0.107
H 8.47606 2.85879 -4.88690 0.120
H 7.39714 3.76336 -6.01262 0.115
```

***

(2)
C24H58ClN2NaO10 | ωB97M-V/def2-TZVPD

The total charge is 0. Its energy above the lowest of the compared OMol25 structures with the same formula, charge and spin is 438.0 kcal/mol. As for the total energy: -2432.60265 hartree. Its highest occupied orbital energy is -7.2 eV. As for the frontier orbital gap: 6.443 eV. The spin multiplicity is 1.

```
96
Properties=species:S:1:pos:R:3:lowdin_charge:R:1
Na 0.09054 -1.45554 -2.79605 0.471
Cl 1.70296 -0.29360 -0.75105 0.906
O 0.83225 0.04363 -1.84150 -0.348
O 1.45980 0.71585 0.27165 -0.256
O 1.28346 -1.59702 -0.28850 -0.229
O 3.05243 -0.41593 -1.24211 -0.278
C -0.63072 4.31849 0.85718 -0.015
C -0.87505 2.88305 0.30737 -0.417
C -2.39575 2.65913 0.23485 -0.138
C -3.20348 3.37675 -0.75771 -0.207
C -2.66829 2.99812 -2.08527 -0.163
C -1.11740 3.15946 -2.25170 -0.378
N -0.36845 2.62783 -1.04832 -0.139
O 0.98432 2.60189 -1.17553 -0.010
C -0.57903 2.30418 -3.48023 -0.014
C -0.76927 4.68942 -2.51764 0.001
C -0.24340 2.00088 1.34892 -0.155
H 0.38513 4.66920 0.67508 0.088
H -0.92917 4.30821 1.90547 0.084
H -1.27939 5.05333 0.38038 0.064
H -2.64435 1.60411 0.11980 0.091
H -2.86871 3.04043 1.13985 0.133
H -3.20640 4.45056 -0.57055 0.116
H -4.21040 2.97408 -0.86762 0.127
H -3.25599 3.58075 -2.79466 0.126
H -2.95836 1.96653 -2.28470 0.060
H -0.66735 1.24867 -3.22288 0.037
H -1.26544 2.51532 -4.30021 0.087
H 0.47349 2.44846 -3.72413 0.085
H 0.05559 4.88207 -1.83165 0.074
H -0.56098 4.84908 -3.57557 0.075
H -1.65285 5.25105 -2.21436 0.066
H -0.36791 0.95000 1.08773 0.026
H -0.57407 2.12345 2.38030 0.107
H 0.82306 2.18063 1.48475 0.145
H 1.21248 1.66967 -1.15278 0.019
C -1.00990 -4.32821 2.38125 -0.002
C -1.00250 -3.15103 1.30484 -0.427
C -2.45136 -2.62236 1.02718 -0.122
C -3.04775 -1.79119 2.17550 -0.144
C -2.17591 -0.54467 2.39744 -0.117
C -0.66718 -0.89188 2.68710 -0.337
N -0.17314 -2.00116 1.70395 -0.057
O 1.21889 -2.27008 1.66874 -0.045
C 0.15220 0.41250 2.44799 -0.155
C -0.45403 -1.23942 4.20160 -0.017
C -0.58619 -3.79469 -0.04146 -0.022
H -1.14014 -4.01521 3.41719 0.065
H -0.12229 -4.95792 2.32030 0.076
H -1.88852 -4.91845 2.12097 0.074
H -2.49454 -1.96250 0.16068 0.085
H -3.14628 -3.42309 0.77417 0.120
H -3.06898 -2.40980 3.07271 0.104
H -4.04751 -1.41155 1.96467 0.112
H -2.49511 -0.10735 3.34347 0.120
H -2.23865 0.28726 1.69597 0.084
H -0.22729 1.22882 3.06257 0.096
H 1.13123 0.25880 2.90184 0.097
H 0.30313 0.63551 1.39178 -0.030
H -1.23782 -1.90913 4.55552 0.064
H 0.51825 -1.72974 4.25014 0.084
H -0.48368 -0.32751 4.79795 0.083
H -1.28752 -4.56698 -0.35738 0.104
H 0.36660 -4.28856 0.14925 0.087
H -0.30890 -3.09132 -0.82662 0.056
H 1.36745 -1.95626 0.77372 -0.177
C -2.68335 -0.11578 -1.77404 -0.025
C -1.48737 -0.25449 -0.84439 -0.290
O -0.99289 -1.55568 -1.01019 -0.245
H -3.14974 -1.08776 -1.93476 0.097
H -2.40187 0.27072 -2.75356 0.066
H -3.40164 0.64849 -1.47733 0.069
H -1.79058 -0.27550 0.20237 0.083
H -0.78802 0.56034 -1.03161 0.087
H -0.42989 -1.67391 -0.24165 0.026
C 4.53635 -1.55296 3.30859 -0.078
C 3.40731 -1.20520 2.39288 -0.327
O 3.89575 -1.00958 1.07454 -0.055
H 5.06849 -0.75040 3.81930 0.068
H 5.23929 -2.07814 2.66193 0.076
H 4.18819 -2.17818 4.13078 0.070
H 2.98117 -0.27725 2.77420 0.097
H 2.58060 -1.91437 2.43448 0.076
H 3.15708 -1.00885 0.46137 -0.007
C 4.09898 0.14098 -3.73656 -0.126
O 4.48252 0.74936 -2.47443 -0.118
H 3.18743 0.30741 -4.31055 0.085
H 4.78880 0.59969 -4.44496 0.085
H 4.22142 -0.92898 -3.56837 0.031
H 3.73674 0.83461 -1.87596 0.019
C 2.79020 -2.53928 -2.85974 -0.095
O 1.56473 -2.23538 -3.48594 -0.137
H 2.83307 -2.50302 -1.77118 0.096
H 2.97821 -3.57057 -3.15837 0.108
H 3.58860 -1.95611 -3.31862 0.042
H 1.43473 -2.93554 -4.12974 0.121
```

***

(3)
C31H42N2NaO2P2S | ωB97M-V/def2-TZVPD

The total charge is +1. Its energy above the lowest of the compared OMol25 structures with the same formula, charge and spin is 2.6 kcal/mol. As for the total energy: -2709.57291 hartree. Its highest occupied orbital energy is -11.1 eV. As for the frontier orbital gap: 8.495 eV. The spin multiplicity is 1.

```
81
Properties=species:S:1:pos:R:3:lowdin_charge:R:1
Na 0.82227 -0.97002 0.56811 0.113
C 4.75121 -1.61886 2.24774 -0.255
P 3.11782 -2.15327 1.60694 0.898
C 2.56921 -3.24389 2.97948 -0.273
C 3.60613 -3.35588 0.30678 -0.386
C 4.23169 -4.55249 0.64790 -0.089
C 4.59062 -5.47731 -0.31874 -0.064
C 4.32427 -5.20990 -1.65096 -0.062
C 3.71598 -4.01715 -2.01002 -0.086
C 3.35511 -3.07434 -1.04871 -0.385
P 2.55884 -1.48876 -1.52968 0.887
C 2.44805 -1.59451 -3.35122 -0.277
C 3.96683 -0.30759 -1.38294 -0.257
H 5.33859 -2.48530 2.55451 0.047
H 4.61265 -0.95793 3.10338 0.046
H 5.29976 -1.07731 1.47830 0.035
H 3.34862 -3.93523 3.29969 0.037
H 1.68997 -3.81556 2.68141 0.049
H 2.30044 -2.61628 3.83032 0.036
H 4.44705 -4.77584 1.68503 0.097
H 5.07205 -6.40198 -0.03113 0.111
H 4.59163 -5.92784 -2.41452 0.112
H 3.52547 -3.82884 -3.05653 0.089
H 3.41732 -1.80288 -3.80582 0.052
H 2.10107 -0.62545 -3.70859 0.030
H 1.72976 -2.35600 -3.65459 0.048
H 4.89181 -0.76397 -1.73758 0.059
H 4.10316 0.02666 -0.35351 0.022
H 3.75000 0.55926 -2.00886 0.028
C -3.47011 2.06448 -4.36210 -0.093
C -2.96732 2.53026 -3.00271 -0.235
C -1.88201 1.60623 -2.47561 -0.171
N -1.37545 2.04494 -1.17366 0.034
C -0.12961 2.00488 -0.70195 -0.851
S 0.18853 1.94069 0.94574 0.682
N 0.91658 2.01115 -1.60157 0.103
C 1.10564 2.67031 -2.83155 -0.406
O 1.99666 2.28672 -3.55232 0.111
C 0.27922 3.86468 -3.13767 -0.172
C -0.03159 4.12550 -4.46865 -0.020
C -0.74252 5.26730 -4.79704 -0.060
C -1.11405 6.16227 -3.80082 -0.064
C -0.78139 5.91394 -2.47586 -0.059
C -0.09365 4.75849 -2.13912 -0.025
H -4.26786 2.70936 -4.72543 0.078
H -3.86051 1.04649 -4.31489 0.076
H -2.66600 2.08192 -5.09920 0.074
H -3.79495 2.55798 -2.28780 0.115
H -2.56869 3.54342 -3.06861 0.093
H -1.06335 1.54876 -3.18820 0.114
H -2.27541 0.59043 -2.36191 0.131
H -2.06501 2.11305 -0.43708 0.131
H 1.77696 1.63222 -1.22776 0.106
H 0.29810 3.43496 -5.23382 0.126
H -0.99115 5.46934 -5.82990 0.111
H -1.65828 7.06060 -4.05931 0.111
H -1.05412 6.62095 -1.70449 0.111
H 0.17301 4.57054 -1.10630 0.115
C -4.23861 0.18238 6.73293 -0.033
C -3.72290 -0.24308 5.39004 -0.234
C -4.59091 -0.61299 4.37149 0.003
C -4.12773 -1.00437 3.12531 -0.190
C -5.14897 -1.39608 2.08277 -0.043
C -2.73464 -1.01785 2.88931 -0.101
C -2.28345 -1.33060 1.54400 -0.144
O -1.14090 -1.24969 1.11116 -0.076
C -1.83745 -0.66409 3.92192 -0.170
C -0.34279 -0.71210 3.75823 -0.031
C -2.35187 -0.28685 5.14732 0.004
H -5.32408 0.12999 6.78038 0.080
H -3.93431 1.20746 6.94918 0.091
H -3.82793 -0.44970 7.52099 0.090
H -5.65772 -0.60894 4.55873 0.120
H -6.13529 -1.44691 2.53878 0.081
H -4.93978 -2.37195 1.64560 0.085
H -5.20328 -0.66887 1.27098 0.090
H -3.06942 -1.64793 0.84562 0.124
H -0.02691 -1.62973 3.26295 0.066
H 0.13614 -0.66220 4.73482 0.087
H 0.01068 0.13150 3.16362 0.046
H -1.66695 -0.03078 5.94727 0.126
```

***

(4)
C30H26ClN6ORuSSe2 | ωB97M-V/def2-TZVPD

The total charge is +2. Its energy above the lowest of the compared OMol25 structures with the same formula, charge and spin is 8.0 kcal/mol. Its expectation value of S² is 0.7593. As for the total energy: -7318.31048 hartree. Its highest occupied orbital energy (spin up / spin down) is -12.6 / -12.6 eV. As for the frontier orbital gap (spin up / spin down): 6.457 / 5.917 eV. The spin multiplicity is 2.

```
68
Properties=species:S:1:pos:R:3:mulliken_spin:R:1
Ru -0.64606 -0.51206 -1.11271 0.784
Cl -1.28248 -1.16917 6.08210 0.005
C -1.05325 -1.30895 4.37529 0.031
C -0.44703 -2.47283 3.85532 -0.019
C -0.22589 -2.59538 2.51471 0.025
C -0.59581 -1.56668 1.61775 0.021
O -0.34503 -1.76214 0.35282 0.101
C -1.22540 -0.40912 2.13655 -0.012
C -1.65172 0.68704 1.34838 -0.014
N -1.55410 0.82641 0.05564 0.005
C -2.00505 2.02493 -0.57598 -0.010
C -2.57350 3.10943 0.04179 0.009
C -2.98652 4.22787 -0.70714 -0.005
C -2.83353 4.25715 -2.06388 0.013
C -2.24645 3.15941 -2.72910 -0.007
C -2.06279 3.12614 -4.13266 0.002
C -1.47928 2.03497 -4.70436 -0.004
C -1.06936 0.97276 -3.88066 0.002
N -1.23092 0.95953 -2.57640 -0.002
C -1.82614 2.04527 -1.98049 0.009
C -1.44051 -0.30678 3.53912 -0.020
H -0.15834 -3.26548 4.53310 0.000
H 0.24609 -3.47619 2.10138 0.000
H -2.10882 1.49185 1.91394 0.000
H -2.72557 3.14457 1.11070 0.002
H -3.43054 5.06734 -0.19076 0.000
H -3.15496 5.11274 -2.64325 0.001
H -2.38506 3.97004 -4.72951 0.000
H -1.31580 1.96382 -5.76984 0.000
H -0.58051 0.11452 -4.32045 -0.002
H -1.91271 0.57806 3.94786 0.000
Se -0.42051 -2.52333 -3.99459 0.002
Se 1.01436 -2.14612 -2.19436 -0.007
C 1.82841 -0.39820 -2.29994 0.024
C 3.01100 -0.06761 -2.91698 -0.007
C 3.51401 1.21150 -2.68037 0.011
C 2.82980 2.07493 -1.84390 -0.004
C 1.64181 1.65634 -1.25903 0.020
N 1.16651 0.43838 -1.48995 0.008
C -2.06906 -2.39267 -3.00402 0.001
C -3.12113 -3.12708 -3.53436 0.000
C -4.36106 -3.06182 -2.92612 0.002
C -4.51628 -2.28403 -1.78868 -0.001
C -3.42563 -1.59406 -1.31012 0.007
N -2.21881 -1.63477 -1.90649 0.032
H 3.52714 -0.78079 -3.54396 0.000
H 4.44378 1.52002 -3.13943 0.000
H 3.20866 3.06365 -1.62901 0.000
H 1.06455 2.28163 -0.59179 -0.003
H -2.96004 -3.75280 -4.40183 0.000
H -5.19348 -3.62556 -3.32589 0.000
H -5.46445 -2.21602 -1.27568 0.001
H -3.49298 -0.98334 -0.42024 -0.002
C 5.23780 -1.03197 2.11973 -0.001
N 4.18793 -0.86469 3.09506 0.000
C 4.42922 -1.14650 4.50918 0.000
C 3.08996 -0.78425 5.17815 0.000
N 2.33109 -0.24965 4.05324 0.001
C 2.98718 -0.31406 2.88542 0.000
S 2.36678 0.22465 1.40707 0.001
H 5.62730 -2.04965 2.16696 0.000
H 6.05556 -0.33347 2.31078 0.000
H 4.82753 -0.84382 1.13172 0.001
H 5.25697 -0.53700 4.87673 0.000
H 4.69302 -2.19556 4.64532 0.000
H 3.20815 -0.03734 5.96118 0.000
H 2.59595 -1.65720 5.60562 0.000
H 1.40603 0.13316 4.12135 0.000
```